1.
Formula: C42H40As2N5O10PtS
Source: OMol25
Level of theory: the ωB97M-V functional and the def2-TZVPD basis

Structure (XYZ):
```
101
Properties=species:S:1:pos:R:3:mulliken_spin:R:1
Pt -0.55 -0.58 -0.09 1.171
O -3.78 -1.78 2.24 0.018
C -2.77 -1.71 1.57 0.034
O -1.92 -0.73 1.61 0.171
C -2.48 -2.82 0.58 -0.010
C -3.15 -4.04 0.69 0.010
C -2.88 -5.03 -0.21 -0.009
C -1.97 -4.79 -1.26 -0.001
C -1.67 -5.76 -2.24 -0.002
C -0.80 -5.47 -3.26 0.003
C -0.20 -4.20 -3.34 -0.003
C -0.47 -3.24 -2.40 0.009
C -1.35 -3.52 -1.33 -0.021
N -1.61 -2.57 -0.38 0.198
H -3.86 -4.17 1.50 0.003
H -3.36 -6.00 -0.14 0.000
H -2.14 -6.73 -2.18 0.000
H -0.58 -6.22 -4.01 0.000
H 0.46 -3.97 -4.16 0.000
H -0.03 -2.25 -2.48 0.021
C 1.75 -3.75 2.16 0.001
C 0.83 -2.76 1.79 -0.008
N 1.01 -1.99 0.74 0.173
C 2.12 -2.15 -0.02 -0.021
C 3.10 -3.09 0.28 0.006
C 2.89 -3.91 1.41 -0.001
C 4.26 -3.21 -0.56 0.002
C 4.41 -2.43 -1.65 0.001
C 3.41 -1.45 -1.99 -0.001
C 3.51 -0.63 -3.13 -0.003
C 2.51 0.27 -3.40 0.004
C 1.41 0.34 -2.54 -0.011
N 1.29 -0.42 -1.47 0.155
C 2.27 -1.31 -1.18 -0.001
H 1.56 -4.36 3.03 0.001
H -0.06 -2.58 2.37 0.010
H 3.62 -4.67 1.67 0.000
H 5.01 -3.96 -0.31 0.001
H 5.27 -2.53 -2.29 0.000
H 4.36 -0.72 -3.78 0.000
H 2.55 0.91 -4.27 0.001
H 0.59 1.03 -2.74 -0.005
C -3.26 5.01 0.40 -0.003
O -1.84 4.70 0.37 0.008
C -1.49 3.47 0.62 0.003
O -2.26 2.56 0.87 0.027
C 0.00 3.25 0.68 0.104
C 0.87 4.17 0.25 -0.035
As 2.67 4.21 0.84 0.686
C 3.91 5.11 -0.33 0.047
C 3.20 2.46 1.34 0.007
C 2.31 1.55 1.76 0.103
As 0.36 1.50 1.51 0.250
C -0.26 1.83 3.33 0.043
C 2.71 0.38 2.61 -0.019
O 1.87 -0.37 3.04 0.014
O 3.99 0.34 2.90 0.005
C 4.42 -0.67 3.85 0.000
C 4.69 2.54 1.62 -0.033
O 5.04 3.44 2.34 0.004
O 5.55 1.78 0.97 0.004
C 5.10 0.79 0.03 0.006
C 0.60 5.50 -0.42 -0.034
O 1.03 6.50 0.10 0.004
O 0.05 5.39 -1.60 0.000
C -0.17 6.66 -2.30 0.000
H -3.33 6.07 0.19 0.000
H -3.66 4.78 1.39 0.001
H -3.78 4.43 -0.36 0.001
H 3.64 6.16 -0.35 -0.003
H 3.82 4.66 -1.32 0.030
H 4.90 4.97 0.09 -0.004
H 0.29 2.67 3.75 0.007
H -0.09 0.93 3.90 0.000
H -1.32 2.05 3.28 0.000
H 5.48 -0.51 3.98 0.000
H 4.21 -1.66 3.45 0.000
H 3.89 -0.53 4.79 0.000
H 5.99 0.48 -0.51 0.000
H 4.38 1.21 -0.67 0.000
H 4.67 -0.07 0.55 -0.003
H -0.61 6.38 -3.25 0.000
H 0.79 7.16 -2.44 0.000
H -0.83 7.28 -1.72 0.000
C -5.89 0.61 1.92 0.001
C -5.39 0.08 0.63 -0.005
C -6.05 -0.86 -0.15 0.020
C -5.44 -1.35 -1.29 -0.002
N -4.21 -0.90 -1.67 0.034
C -3.63 -0.01 -0.93 0.035
S -2.04 0.56 -1.44 0.803
N -4.19 0.50 0.19 -0.002
C -6.06 -2.39 -2.15 -0.001
H -6.96 0.47 2.01 0.000
H -5.65 1.67 2.04 0.000
H -5.39 0.04 2.72 -0.001
H -7.02 -1.21 0.16 0.000
H -3.64 1.15 0.75 0.002
H -7.08 -2.60 -1.86 0.000
H -5.47 -3.31 -2.07 0.000
H -6.02 -2.08 -3.19 0.000
```

Values from the calculation:
Spin multiplicity: 5
Gap between HOMO and LUMO (spin up / spin down) (eV): 6.43 / 4.83
Net charge: +3
<S²>: 6.030
HOMO level (spin up / spin down) (eV): -14.786 / -15.550

2.
Formula: C37H38N3O3S
Source: OMol25
Level of theory: the ωB97M-V functional and the def2-TZVPD basis

Structure (XYZ):
```
82
Properties=species:S:1:pos:R:3:lowdin_charge:R:1
C -4.55 0.72 -1.43 -0.007
N -3.39 1.57 -1.29 -0.059
C -3.49 2.89 -0.92 -0.386
O -4.54 3.51 -0.80 0.080
C -2.07 3.37 -0.64 -0.155
C -1.95 4.12 0.68 -0.080
C -2.26 3.20 1.85 -0.211
C -3.59 2.93 2.19 -0.023
C -3.89 1.95 3.14 -0.058
C -2.86 1.27 3.79 -0.085
C -1.53 1.62 3.55 -0.098
C -1.23 2.60 2.59 -0.060
N -1.29 2.13 -0.65 -0.003
C -0.01 1.98 -0.23 -0.040
C 0.53 0.72 -0.03 -0.102
C 1.90 0.36 0.12 -0.085
C 2.48 -0.51 -0.97 -0.197
C 2.94 -0.06 -2.24 -0.014
C 3.51 -0.99 -3.13 -0.075
C 3.60 -2.35 -2.80 -0.072
C 3.09 -2.79 -1.58 -0.061
C 2.42 -1.89 -0.75 -0.050
C -2.07 0.96 -1.07 -0.252
C -1.55 0.32 -2.31 -0.018
C -1.93 0.79 -3.52 -0.024
C -1.33 0.39 -4.78 -0.220
C -1.73 0.99 -6.00 -0.031
C -1.22 0.54 -7.21 -0.075
C -0.30 -0.53 -7.23 -0.075
C 0.16 -1.09 -6.02 -0.077
C -0.34 -0.62 -4.80 -0.034
H -5.44 1.36 -1.52 0.100
H -4.45 0.11 -2.34 0.093
H -4.65 0.05 -0.56 0.104
H -1.77 4.01 -1.50 0.173
H -0.95 4.54 0.76 0.117
H -2.70 4.92 0.65 0.136
H -4.38 3.49 1.69 0.120
H -4.93 1.72 3.35 0.113
H -3.09 0.47 4.50 0.106
H -0.71 1.14 4.10 0.065
H -0.19 2.91 2.42 0.093
H 0.48 2.90 0.11 0.142
H -0.14 -0.15 -0.02 0.117
H 2.52 1.09 0.59 0.096
H 2.88 1.00 -2.52 0.121
H 3.89 -0.67 -4.10 0.112
H 4.02 -3.10 -3.45 0.110
H 3.14 -3.81 -1.23 0.109
H 1.85 -2.21 0.13 0.102
H -2.12 0.22 -0.25 0.158
H -0.83 -0.47 -2.17 0.095
H -2.73 1.53 -3.56 0.124
H -2.45 1.81 -5.96 0.114
H -1.53 1.00 -8.15 0.109
H 0.06 -0.93 -8.18 0.106
H 0.90 -1.89 -6.02 0.105
H 0.03 -1.04 -3.86 0.098
C 2.06 -0.31 4.86 -0.191
S 1.94 0.65 3.26 1.069
C 3.55 1.46 3.65 -0.219
C 2.21 -0.58 2.09 -0.399
C 1.89 -1.94 2.50 -0.308
C 2.87 -2.97 2.26 -0.025
C 2.54 -4.31 2.37 0.028
C 1.29 -4.66 2.91 -0.149
N 1.10 -6.00 3.31 -0.320
O 0.08 -6.32 3.96 0.074
O 1.97 -6.84 2.99 0.062
C 0.31 -3.68 3.18 0.031
C 0.64 -2.34 3.07 -0.050
H 1.36 -1.15 4.88 0.049
H 3.10 -0.65 4.99 0.078
H 1.77 0.42 5.63 0.074
H 3.96 1.94 2.75 0.065
H 3.28 2.24 4.38 0.073
H 4.26 0.74 4.08 0.069
H 3.15 -0.46 1.50 0.099
H 3.87 -2.66 1.92 0.131
H 3.26 -5.09 2.11 0.131
H -0.65 -4.01 3.57 0.128
H -0.09 -1.58 3.35 0.113
```

Values from the calculation:
Gap between HOMO and LUMO (eV): 6.61
Net charge: +1
HOMO level (eV): -10.442

3.
Formula: C6H7NS
Source: OMol25
Level of theory: the ωB97M-V functional and the def2-TZVPD basis

Structure (XYZ):
```
15
Properties=species:S:1:pos:R:3:lowdin_charge:R:1
C 1.69 -0.64 -1.24 -0.147
C 0.52 0.10 -0.48 -0.300
C -0.75 -0.30 -0.88 -0.186
C 0.85 0.74 0.84 -0.799
C -0.37 0.83 1.69 -0.195
C -1.20 1.17 2.53 0.051
H 2.38 0.04 -1.76 0.042
H 2.47 -1.11 -0.55 0.063
H 1.49 -1.31 -2.23 0.111
H -0.60 -0.86 -1.85 0.139
H -2.12 0.02 0.72 0.161
H -2.57 -0.38 -0.80 -0.018
H -2.25 0.67 3.24 0.177
N -1.90 -0.07 -0.38 0.132
S 2.36 1.10 1.12 0.768
```

Values from the calculation:
Gap between HOMO and LUMO (eV): 7.34
Energy above the lowest of the compared OMol25 structures with the same formula, charge and spin (kcal per mole): 147.2
HOMO level (eV): -8.028

no.,electronic energy (eV),strongest force on any atom (eV/Å)
1,-207863.055,0.2
2,-60420.584,4.1
3,-18654.367,11.9